(1)
# C65H52F2GeN2P3Rb

A molecular structure, C65H52F2GeN2P3Rb (ωB97M-V/def2-TZVPD, OMol25).

HOMO-LUMO gap, eV: 6.318
Net charge: 0
2S+1: 1
Total energy, a.u.: -5942.48330
F_max, eV Å⁻¹: 0.48
Highest occupied orbital energy, eV: -6.108
Energy relative to the best compared isomer or geometry (same formula, charge and spin), eV: 0.000

Cartesian coordinates (Å):
Rb1 -0.26 -0.81 -0.55
F1 1.54 1.76 4.23
Ge1 0.98 1.38 2.58
C1 -0.79 2.22 2.71
C2 -1.21 2.50 4.01
C3 -2.42 3.15 4.24
C4 -3.20 3.56 3.16
C5 -2.77 3.31 1.87
C6 -1.58 2.64 1.63
P1 -1.00 2.36 -0.09
C7 -2.49 1.66 -0.92
C8 -2.60 1.80 -2.30
C9 -3.72 1.32 -2.97
C10 -4.73 0.68 -2.27
C11 -4.60 0.48 -0.90
C12 -3.48 0.96 -0.23
C13 -0.97 4.08 -0.71
C14 -2.03 4.75 -1.31
C15 -1.91 6.08 -1.69
C16 -0.72 6.76 -1.47
C17 0.35 6.11 -0.87
C18 0.22 4.78 -0.49
C19 2.22 2.52 1.60
C20 2.41 3.75 2.25
C21 3.20 4.74 1.70
C22 3.82 4.52 0.48
C23 3.66 3.30 -0.17
C24 2.86 2.29 0.38
P2 2.63 0.65 -0.43
C25 4.32 -0.07 -0.38
C26 5.42 0.51 -1.02
C27 6.68 -0.07 -0.92
C28 6.85 -1.24 -0.19
C29 5.75 -1.83 0.42
C30 4.50 -1.25 0.32
C31 2.51 1.07 -2.21
C32 3.01 0.15 -3.14
C33 2.89 0.40 -4.50
C34 2.26 1.55 -4.96
C35 1.72 2.44 -4.04
C36 1.85 2.20 -2.68
C37 1.26 -0.55 2.72
C38 2.59 -0.83 3.05
C39 2.97 -2.10 3.46
C40 2.02 -3.10 3.58
C41 0.70 -2.84 3.26
C42 0.30 -1.57 2.81
P3 -1.48 -1.23 2.50
C43 -2.22 -1.77 4.09
C44 -2.88 -2.98 4.29
C45 -3.40 -3.30 5.53
C46 -3.26 -2.42 6.60
C47 -2.60 -1.21 6.41
C48 -2.09 -0.89 5.17
C49 -2.04 -2.56 1.37
C50 -3.41 -2.56 1.08
C51 -3.96 -3.54 0.26
C52 -3.14 -4.50 -0.32
C53 -1.78 -4.48 -0.08
C54 -1.24 -3.53 0.78
H1 -0.59 2.23 4.84
H2 -2.74 3.36 5.25
H3 -4.14 4.07 3.34
H4 -3.38 3.65 1.04
H5 -1.81 2.29 -2.86
H6 -3.79 1.44 -4.04
H7 -5.60 0.30 -2.79
H8 -5.37 -0.05 -0.35
H9 -3.39 0.81 0.84
H10 -2.97 4.23 -1.48
H11 -2.74 6.58 -2.16
H12 -0.62 7.79 -1.78
H13 1.28 6.63 -0.69
H14 1.06 4.28 -0.02
H15 1.92 3.93 3.21
H16 3.32 5.69 2.21
H17 4.44 5.29 0.03
H18 4.14 3.15 -1.12
H19 5.30 1.40 -1.62
H20 7.52 0.39 -1.42
H21 7.83 -1.69 -0.11
H22 5.87 -2.76 0.97
H23 3.64 -1.73 0.76
H24 3.47 -0.77 -2.79
H25 3.30 -0.32 -5.21
H26 2.17 1.74 -6.02
H27 1.21 3.33 -4.38
H28 1.43 2.91 -1.98
H29 3.34 -0.05 2.99
H30 4.01 -2.29 3.70
H31 2.31 -4.09 3.92
H32 -0.04 -3.62 3.36
H33 -2.98 -3.68 3.47
H34 -3.91 -4.24 5.67
H35 -3.67 -2.67 7.57
H36 -2.48 -0.52 7.24
H37 -1.58 0.06 5.03
H38 -4.05 -1.80 1.51
H39 -5.03 -3.53 0.07
H40 -3.57 -5.25 -0.97
H41 -1.12 -5.20 -0.55
H42 -0.17 -3.56 0.96
N1 -0.24 -0.36 -4.19
C55 -1.45 -1.02 -4.19
C56 -2.17 -1.18 -5.39
C57 -3.38 -1.83 -5.33
C58 -3.87 -2.28 -4.11
C59 -3.09 -2.05 -2.99
N2 -1.91 -1.43 -3.02
H43 0.27 -0.29 -5.05
H44 0.36 -0.54 -3.39
H45 -1.76 -0.82 -6.32
H46 -3.95 -1.98 -6.24
H47 -4.81 -2.80 -4.02
H48 -3.43 -2.37 -2.01
F2 2.00 -7.01 -1.66
C60 1.91 -5.66 -1.55
C61 2.13 -5.06 -0.33
C62 2.02 -3.67 -0.25
C63 1.71 -2.82 -1.32
C64 1.51 -3.52 -2.53
C65 1.60 -4.91 -2.67
H49 2.37 -5.68 0.53
H50 2.18 -3.25 0.75
H51 1.25 -2.97 -3.44
H52 1.44 -5.41 -3.62

---

(2)
# C65H53AuN3O2P2S3

A molecular structure, C65H53AuN3O2P2S3 at a distorted geometry (ωB97M-V/def2-TZVPD, OMol25).

HOMO-LUMO gap, eV: 5.246
Net charge: +3
2S+1: 1
Total energy, a.u.: -4835.70908
F_max, eV Å⁻¹: 1.14
Highest occupied orbital energy, eV: -14.382

Cartesian coordinates (Å):
Au1 0.46 0.25 -0.72
C1 3.05 -7.78 1.49
C2 2.47 -6.40 1.41
C3 1.11 -6.18 1.53
C4 0.58 -4.90 1.46
C5 1.44 -3.83 1.28
C6 2.81 -4.01 1.15
C7 3.32 -5.29 1.22
S1 0.67 -2.26 1.23
O1 1.30 -1.57 -0.05
C8 1.45 -1.41 2.58
C9 2.73 -0.82 2.43
C10 3.31 -0.23 3.51
C11 2.66 -0.18 4.77
C12 3.26 0.46 5.88
C13 2.60 0.51 7.08
C14 1.32 -0.07 7.22
C15 0.72 -0.68 6.16
C16 1.38 -0.76 4.91
C17 0.77 -1.37 3.77
C18 -0.62 -1.91 3.85
C19 -0.85 -3.20 4.41
C20 0.19 -3.98 4.97
C21 -0.07 -5.22 5.48
C22 -1.38 -5.74 5.45
C23 -2.40 -5.02 4.91
C24 -2.16 -3.73 4.37
C25 -3.21 -2.97 3.79
C26 -2.98 -1.73 3.27
C27 -1.66 -1.21 3.31
S2 -1.27 0.37 2.58
O2 -1.12 0.05 1.07
C28 -2.80 1.23 2.74
C29 -2.98 1.98 3.90
C30 -4.16 2.69 4.06
C31 -5.15 2.68 3.08
C32 -6.43 3.45 3.27
C33 -4.93 1.94 1.91
C34 -3.77 1.21 1.74
H1 2.27 -8.54 1.45
H2 3.60 -7.91 2.42
H3 3.75 -7.95 0.67
H4 0.45 -7.02 1.68
H5 -0.49 -4.74 1.55
H6 3.48 -3.17 1.02
H7 4.38 -5.45 1.12
H8 3.24 -0.88 1.48
H9 4.30 0.21 3.42
H10 4.24 0.89 5.77
H11 3.07 0.99 7.93
H12 0.82 -0.02 8.17
H13 -0.26 -1.13 6.27
H14 1.20 -3.58 5.00
H15 0.73 -5.80 5.92
H16 -1.57 -6.72 5.87
H17 -3.41 -5.42 4.88
H18 -4.21 -3.38 3.78
H19 -3.79 -1.15 2.86
H20 -2.22 2.00 4.67
H21 -4.32 3.26 4.97
H22 -6.28 4.30 3.92
H23 -7.19 2.81 3.72
H24 -6.82 3.80 2.32
H25 -5.69 1.92 1.14
H26 -3.60 0.64 0.83
N1 1.69 2.62 -1.86
P1 0.06 2.24 -1.78
C35 -0.82 3.48 -0.87
C36 -1.45 3.23 0.34
C37 -2.08 4.27 1.01
C38 -2.06 5.55 0.47
C39 -1.43 5.80 -0.75
C40 -0.82 4.76 -1.44
C41 -0.61 2.13 -3.41
C42 -1.99 1.95 -3.54
C43 -2.55 1.88 -4.81
C44 -1.73 1.99 -5.93
C45 -0.36 2.17 -5.79
C46 0.21 2.22 -4.53
P2 2.43 1.61 -0.71
C47 3.08 2.66 0.56
C48 2.35 3.76 1.01
C49 2.88 4.58 1.99
C50 4.13 4.30 2.53
C51 4.85 3.20 2.09
C52 4.33 2.36 1.12
C53 3.77 0.73 -1.49
C54 3.90 -0.66 -1.40
C55 4.98 -1.28 -2.00
C56 5.93 -0.53 -2.68
C57 5.80 0.85 -2.77
C58 4.73 1.49 -2.17
H27 2.03 3.55 -2.07
H28 -1.45 2.23 0.74
H29 -2.58 4.08 1.95
H30 -2.55 6.36 0.99
H31 -1.44 6.79 -1.18
H32 -0.37 4.96 -2.40
H33 -2.63 1.89 -2.67
H34 -3.61 1.75 -4.93
H35 -2.17 1.95 -6.92
H36 0.26 2.27 -6.67
H37 1.28 2.35 -4.42
H38 1.37 3.98 0.60
H39 2.32 5.44 2.33
H40 4.54 4.94 3.29
H41 5.83 2.99 2.51
H42 4.91 1.52 0.77
H43 3.16 -1.24 -0.88
H44 5.09 -2.36 -1.94
H45 6.78 -1.02 -3.14
H46 6.54 1.43 -3.31
H47 4.65 2.57 -2.23
N2 1.51 -0.83 -3.87
C59 0.22 -1.10 -3.60
N3 -0.35 -0.87 -2.44
C60 -1.72 -1.25 -2.48
C61 -2.62 -1.15 -1.43
C62 -3.93 -1.56 -1.65
C63 -4.34 -2.05 -2.89
C64 -3.44 -2.16 -3.93
C65 -2.13 -1.75 -3.71
S3 -0.79 -1.77 -4.83
H48 2.14 -0.57 -3.12
H49 1.92 -1.14 -4.73
H50 -2.31 -0.80 -0.45
H51 -4.64 -1.50 -0.84
H52 -5.36 -2.36 -3.03
H53 -3.75 -2.55 -4.89

---

(3)
# C65H54GeN4PS2Zr

A molecular structure, C65H54GeN4PS2Zr at a distorted geometry (ωB97M-V/def2-TZVPD, OMol25).

HOMO-LUMO gap (spin up / spin down), eV: 6.877 / 5.699
Net charge: +2
2S+1: 2
⟨S²⟩: 0.755
Total energy, a.u.: -5989.71540
F_max, eV Å⁻¹: 1.85
Highest occupied orbital energy (spin up / spin down), eV: -12.445 / -12.486
Energy relative to the best compared isomer or geometry (same formula, charge and spin), eV: 0.000

Cartesian coordinates (Å):
Zr1 -0.08 -0.29 -0.22
S1 6.15 -0.98 3.61
C1 5.82 -1.65 5.14
C2 4.49 -1.87 5.33
C3 3.72 -1.49 4.21
C4 4.48 -0.98 3.19
C5 4.03 -0.52 1.89
C6 2.65 -0.45 1.59
N1 2.17 -0.10 0.41
C7 3.03 0.24 -0.58
C8 4.42 0.22 -0.38
C9 5.29 0.60 -1.46
C10 4.79 0.98 -2.65
C11 3.37 1.03 -2.87
C12 2.81 1.53 -4.05
C13 1.43 1.63 -4.18
C14 0.64 1.12 -3.13
N2 1.14 0.64 -2.01
C15 2.49 0.64 -1.85
C16 0.81 2.29 -5.32
C17 -0.28 3.11 -5.30
C18 -0.56 3.68 -6.56
C19 0.32 3.27 -7.52
S2 1.50 2.20 -6.90
C20 4.90 -0.16 0.87
H1 6.63 -1.84 5.82
H2 4.08 -2.29 6.23
H3 2.65 -1.60 4.18
H4 1.93 -0.72 2.34
H5 6.36 0.57 -1.29
H6 5.44 1.28 -3.46
H7 3.46 1.89 -4.84
H8 -0.44 1.08 -3.23
H9 -0.84 3.34 -4.41
H10 -1.36 4.37 -6.75
H11 0.34 3.54 -8.56
H12 5.97 -0.20 1.03
C21 -0.94 2.83 -0.54
N3 0.06 2.17 0.33
C22 1.31 2.94 0.26
C23 -0.40 2.22 1.74
C24 -1.67 1.42 1.91
C25 -2.70 1.87 2.72
C26 -3.87 1.13 2.82
C27 -4.00 -0.04 2.09
C28 -2.97 -0.46 1.26
C29 -1.77 0.24 1.16
H13 -1.21 3.81 -0.12
H14 -1.84 2.22 -0.62
H15 -0.50 2.98 -1.53
H16 1.12 3.98 0.56
H17 1.69 2.95 -0.76
H18 2.06 2.52 0.93
H19 -0.53 3.27 2.05
H20 0.42 1.81 2.36
H21 -2.60 2.80 3.27
H22 -4.67 1.47 3.46
H23 -4.92 -0.61 2.14
H24 -3.12 -1.37 0.67
C30 -2.81 -6.71 0.54
C31 -1.75 -6.38 -0.29
C32 -1.06 -5.20 -0.09
C33 -1.42 -4.33 0.93
C34 -2.51 -4.65 1.75
C35 -3.19 -5.85 1.57
Ge1 -0.40 -2.73 1.27
C36 -0.25 -2.45 3.20
C37 -0.15 -3.58 4.02
C38 0.07 -3.46 5.38
C39 0.20 -2.20 5.95
C40 0.10 -1.07 5.16
C41 -0.12 -1.20 3.80
C42 1.41 -3.04 0.51
C43 2.44 -3.44 1.36
C44 3.70 -3.66 0.85
C45 3.96 -3.46 -0.50
C46 2.94 -3.06 -1.35
C47 1.66 -2.85 -0.84
H25 -3.35 -7.63 0.40
H26 -1.46 -7.06 -1.08
H27 -0.23 -4.96 -0.74
H28 -2.81 -3.98 2.55
H29 -4.01 -6.10 2.21
H30 -0.25 -4.57 3.59
H31 0.14 -4.34 5.99
H32 0.36 -2.11 7.02
H33 0.18 -0.09 5.60
H34 -0.25 -0.30 3.20
H35 2.26 -3.58 2.42
H36 4.50 -3.99 1.50
H37 4.95 -3.63 -0.89
H38 3.13 -2.92 -2.41
H39 0.85 -2.58 -1.53
N4 -1.33 -0.95 -1.58
P1 -2.33 -1.52 -2.68
C48 -3.96 -1.98 -2.06
C49 -5.12 -1.35 -2.51
C50 -6.35 -1.73 -2.01
C51 -6.44 -2.74 -1.06
C52 -5.29 -3.38 -0.62
C53 -4.06 -3.00 -1.12
C54 -2.70 -0.28 -3.94
C55 -3.27 0.92 -3.50
C56 -3.75 1.84 -4.42
C57 -3.64 1.58 -5.78
C58 -3.04 0.42 -6.22
C59 -2.58 -0.52 -5.30
C60 -1.64 -2.97 -3.52
C61 -2.39 -4.10 -3.80
C62 -1.82 -5.16 -4.49
C63 -0.49 -5.09 -4.89
C64 0.26 -3.95 -4.63
C65 -0.32 -2.89 -3.94
H40 -5.07 -0.58 -3.26
H41 -7.25 -1.24 -2.37
H42 -7.41 -3.03 -0.68
H43 -5.36 -4.17 0.10
H44 -3.17 -3.52 -0.78
H45 -3.38 1.11 -2.44
H46 -4.23 2.75 -4.07
H47 -4.03 2.29 -6.49
H48 -2.96 0.22 -7.28
H49 -2.17 -1.45 -5.66
H50 -3.43 -4.16 -3.49
H51 -2.40 -6.04 -4.71
H52 -0.05 -5.91 -5.43
H53 1.28 -3.89 -4.96
H54 0.26 -1.99 -3.75